{
  "formula": "C51H115N2OP2",
  "method": "ωB97M-V/def2-TZVPD",
  "species": ["H", "H", "H", "H", "H", "H", "H", "P", "H", "H", "H", "H", "C", "H", "C", "H", "H", "H", "C", "H", "H", "C", "H", "H", "H", "H", "C", "H", "H", "H", "C", "H", "H", "H", "C", "H", "C", "H", "C", "H", "H", "C", "H", "H", "H", "C", "H", "H", "H", "H", "C", "H", "H", "C", "H", "C", "C", "H", "H", "H", "H", "H", "C", "C", "C", "H", "H", "C", "H", "C", "H", "C", "H", "C", "H", "C", "H", "H", "H", "H", "H", "H", "H", "C", "C", "C", "C", "H", "C", "H", "N", "H", "C", "C", "H", "H", "H", "C", "H", "C", "H", "C", "H", "H", "H", "H", "H", "C", "H", "H", "H", "C", "C", "H", "H", "H", "H", "C", "H", "O", "H", "H", "H", "H", "H", "H", "H", "C", "H", "H", "H", "H", "H", "H", "C", "C", "H", "C", "H", "P", "C", "H", "C", "H", "H", "H", "C", "H", "C", "N", "H", "H", "H", "H", "C", "H", "C", "C", "H", "H", "H", "C", "H", "C", "H", "H", "H", "H", "H", "C", "H"],
  "positions_angstrom": [[3.150, -2.207, -2.813], [10.186, 6.184, 6.144], [3.625, 6.146, 8.503], [-1.296, 2.412, 0.715], [4.455, 3.710, 6.405], [0.415, -6.679, 4.265], [1.072, -7.665, 2.936], [-2.364, -3.046, -3.248], [-1.131, 3.092, -1.608], [1.857, 6.676, 1.370], [-2.232, -7.203, -3.019], [-4.179, -5.285, -1.801], [-3.648, -2.265, -2.248], [-1.294, -4.496, -5.651], [-2.201, -4.682, -2.403], [-1.834, -5.773, 3.477], [-0.702, -1.954, -2.062], [4.759, 5.480, 6.514], [2.244, -2.438, -2.251], [4.025, 7.828, 0.482], [-3.093, -7.320, -1.484], [0.317, -2.517, -3.928], [-1.555, -2.706, -7.356], [-2.030, 3.213, -3.931], [1.815, -1.520, -1.848], [-1.593, -4.766, 1.960], [2.229, 3.410, 3.048], [-4.697, -0.860, -3.773], [0.886, -1.753, -4.475], [0.761, -8.449, 0.960], [-3.537, 4.361, -1.727], [1.346, -4.578, 1.359], [6.315, 4.866, 2.894], [-4.455, 4.789, -1.326], [0.996, -4.044, 3.360], [2.138, 4.111, 5.698], [8.586, 5.696, 4.684], [6.689, 5.965, 5.720], [6.323, 4.807, 3.992], [8.756, 6.937, 6.434], [-1.527, 5.461, -5.502], [2.211, 4.749, 7.795], [0.055, -9.440, -2.312], [1.813, -3.973, -3.795], [-4.176, 6.365, -2.943], [-1.330, 1.686, -0.104], [0.868, 2.602, 1.587], [2.426, 2.567, 1.018], [-7.147, -0.639, -2.511], [-0.976, -3.092, 3.488], [-0.476, -1.995, 0.689], [-3.413, 3.141, 0.054], [1.712, -8.250, -1.217], [-2.910, -3.225, -4.959], [-3.814, -4.361, -7.250], [1.869, 0.912, 2.309], [0.717, -7.839, -1.028], [1.257, -3.090, 2.919], [8.943, 5.775, 3.649], [-4.408, -2.990, -1.959], [1.600, -4.330, 4.221], [-5.211, -7.760, -2.879], [2.554, 5.996, 8.602], [1.204, -5.112, 2.299], [-1.900, -3.542, -7.975], [-4.322, 3.129, -4.854], [-7.120, -0.565, -0.673], [-0.887, -2.021, -3.145], [-1.907, 0.835, 0.259], [0.207, -7.119, 3.294], [-2.445, -2.375, -5.459], [3.698, 7.747, 1.525], [-5.517, 3.216, -3.495], [4.407, 6.546, 2.166], [-4.360, -7.692, -4.305], [-5.203, -0.326, -1.661], [-2.146, -4.466, -1.331], [1.134, 0.791, 3.114], [4.183, 5.735, 1.467], [1.711, 8.116, 0.568], [-0.298, 1.343, -0.193], [-3.936, -9.000, -3.235], [-3.992, 2.310, -1.386], [-3.202, -7.050, -2.535], [-0.494, -4.033, 3.744], [7.087, 5.931, 4.703], [4.140, 4.704, 6.065], [0.659, -6.905, -1.599], [3.735, 3.356, 3.272], [-6.649, -1.971, -1.570], [-0.049, -5.981, 2.337], [-1.294, -8.545, -1.724], [2.635, 4.861, 6.316], [-2.447, 4.967, -5.205], [2.538, -3.032, -1.383], [-0.668, -5.796, 0.278], [-3.491, -0.240, -2.762], [-6.619, -0.876, -1.587], [-5.276, 0.731, -1.936], [-2.737, -4.525, -7.152], [2.821, 0.647, 2.783], [3.881, 6.223, 3.564], [4.291, 3.457, 2.335], [-1.031, -3.967, -8.469], [6.812, 3.833, 4.106], [-1.656, 4.880, -3.206], [9.745, 7.565, 5.146], [-4.325, 5.595, -3.697], [6.807, 6.869, 4.218], [-4.719, -0.364, -0.684], [-2.582, -5.495, -5.247], [1.311, -3.322, -3.077], [-0.324, -6.565, 0.976], [-3.994, -3.278, -5.056], [1.832, 4.392, 2.803], [-3.415, 6.989, -5.127], [2.797, 6.203, 3.692], [-2.295, 4.256, -3.814], [2.310, 5.834, 5.932], [-0.942, -3.139, 0.084], [-0.672, -4.199, 4.804], [0.621, -1.836, 0.569], [-3.976, -5.380, -3.532], [-0.516, -2.014, 1.800], [4.066, 8.698, 1.925], [-0.382, -9.711, -0.723], [-5.388, 5.402, -3.804], [-3.451, -5.520, -2.579], [-4.048, 2.226, -3.382], [4.056, 2.426, 3.745], [5.455, 6.834, 2.185], [2.762, 3.860, 8.123], [4.164, 7.060, 4.216], [1.709, 3.058, 3.943], [-1.915, 2.368, -1.347], [-4.315, -0.975, -2.759], [1.168, 4.453, 7.914], [-1.182, -5.127, 2.902], [8.846, 4.652, 4.879], [4.530, 4.686, 4.287], [1.884, 2.402, 1.958], [1.625, 0.170, 1.555], [-4.472, 3.148, -3.778], [-3.051, -1.940, -1.388], [-0.686, -7.735, 3.279], [-1.890, 1.665, -2.183], [-3.624, 5.932, -5.008], [-2.520, -3.063, -8.737], [-3.256, 3.028, -1.014], [-3.704, 4.297, -3.232], [-4.372, 5.655, -5.756], [-1.200, -1.013, -3.446], [-2.508, -5.505, -7.576], [0.078, -3.081, -4.841], [2.190, 7.723, 1.472], [0.805, -3.970, -2.355], [-2.395, -4.500, -5.655], [0.761, -7.473, 0.455], [-2.662, 4.226, -5.972], [2.154, 5.887, 9.613], [-1.303, -5.218, -2.710], [-4.197, -7.946, -3.250], [1.624, 8.225, 2.259], [-0.301, -8.886, -1.438], [2.050, -5.781, 2.427], [-1.269, -7.097, 1.158], [-1.071, -1.115, 0.391], [1.985, 6.885, 8.314], [-2.734, 5.035, -1.436], [9.372, 6.637, 5.573], [1.708, -7.055, 0.812]],
  "total_charge": 3,
  "largest_force_ev_per_a": 2.56,
  "relative_energy_ev": 0.000,
  "homo_lumo_gap_ev": 6.771
}